Arrangement 1

The following is a quantum chemistry calculation of a structure of composition H39O20, from the OMol25 dataset.

Values from the calculation:
* E_LUMO: 2.02 eV
* HOMO level: -0.254 hartree
* gap between HOMO and LUMO: 8.94 eV
* net charge: -1

Element x y z (Å)
1 O -1.73006 4.05975 0.11151
2 H -0.71763 -1.78657 0.76498
3 O -1.20740 -5.05273 -1.94117
4 H -0.48854 -4.89199 -1.41723
5 H -1.44474 -4.25175 -2.53465
6 O -0.66558 1.94648 -4.33050
7 H 2.39542 2.21328 2.60394
8 H -0.48220 2.73721 -4.90269
9 O 4.33354 2.68598 -0.21943
10 H 4.69673 2.90743 -0.97822
11 H 3.05205 0.15352 -1.28051
12 O 3.81513 -0.13659 -0.95037
13 H 1.41931 2.31373 -1.18721
14 H -1.33026 1.49855 -4.92934
15 O -2.19540 1.80565 1.84172
16 H -1.89200 4.50634 -0.74343
17 H -2.22516 3.20920 -0.17594
18 O 0.17595 2.15177 1.38412
19 H -1.75269 1.21020 0.12194
20 H 0.19767 3.05844 1.64162
21 O 1.04892 -0.07452 -3.00017
22 H -1.16159 1.96925 1.49165
23 H -3.78749 -1.21941 3.30469
24 O -3.10179 -2.30261 0.72697
25 H -3.47861 -1.53952 0.34372
26 H -2.80320 -2.48018 1.61694
27 O -0.71481 -2.69618 1.20302
28 H -0.39718 -2.52779 2.13573
29 H -2.90297 -0.14622 2.21308
30 O 1.67054 1.59814 -0.72943
31 H 3.64639 2.11133 -0.35515
32 H 0.94242 1.71130 0.46735
33 O 2.31840 5.21477 -0.69367
34 H 0.35820 -3.65759 0.32268
35 H -2.49696 2.71044 1.59235
36 O -2.07507 -0.48908 -4.71979
37 H -1.24261 -0.80415 -4.31736
38 H 1.48097 -0.29869 -2.18674
39 O 2.04476 1.52327 3.20239
40 H 0.93032 -0.88144 -3.58411
41 H 0.96935 1.51695 3.08422
42 O -0.51782 -3.63433 4.74053
43 H -0.95259 -4.22064 4.19024
44 H 0.35256 -3.59297 4.53608
45 O -1.93897 -1.12901 4.14962
46 H -1.68627 -2.07460 4.53921
47 H 2.24738 4.87927 0.06207
48 O 0.92864 -4.01836 -0.43417
49 H -2.17838 -0.81726 4.96390
50 H 1.49843 -3.12110 -0.71590
51 O -3.60615 -0.68705 2.46041
52 H 3.95466 0.56604 -0.35460
53 H 1.53035 5.04396 -1.23277
54 O 3.51764 -2.56986 -2.18631
55 H 3.47772 -1.77066 -2.41899
56 H 3.40914 -2.51689 -1.18809
57 O -2.01471 1.44542 -0.65855
58 H -1.18616 1.55394 -1.16340
59 H -2.63824 -0.39812 -3.98389

---

Arrangement 2

The following is a quantum chemistry calculation of a cluster of 20 separate species, H39O20 in total, from the OMol25 dataset.

Values from the calculation:
* E_LUMO: 2.14 eV
* HOMO level: -0.286 hartree
* gap between HOMO and LUMO: 9.92 eV
* net charge: -1

Element x y z (Å)
1 O 2.01590 0.10444 -0.36624
2 H 2.95126 0.03086 -0.17928
3 O 1.37999 2.56045 0.01132
4 H 1.73222 1.05887 -0.23210
5 H 1.92484 3.26543 -0.33264
6 O 1.65789 1.57268 -2.63458
7 H 1.74370 0.75803 -2.09880
8 H 1.10660 2.10963 -1.99331
9 O 0.69846 -2.17711 -1.61324
10 H -0.25592 -2.02069 -1.66306
11 H 1.18404 -1.33200 -1.50639
12 O -1.56148 -1.03618 2.14186
13 H -2.07551 -1.56554 2.75030
14 H -1.19555 -1.68630 1.53722
15 O -5.46575 -1.78784 1.43429
16 H -5.05325 -1.06257 1.92332
17 H -5.59265 -1.38846 0.56989
18 O -1.38410 -3.48112 2.57571
19 H -2.04817 -4.14790 2.77816
20 H -0.63870 -3.80053 2.03403
21 O -0.81818 3.17143 -1.04574
22 H -0.75639 4.09483 -1.32968
23 H 0.06558 2.95630 -0.58358
24 O -2.50956 0.30343 -0.10975
25 H -1.81653 0.98328 -0.21969
26 H -2.44573 -0.08699 0.77726
27 O -0.28726 1.71385 -4.35775
28 H 0.38673 1.43562 -3.66666
29 H -1.14613 1.85891 -3.85760
30 O 0.68890 1.15333 4.97870
31 H 0.75737 0.20142 4.95604
32 H 0.62440 1.60691 4.14686
33 O 1.56516 1.74050 2.37480
34 H 2.13966 2.42893 2.72313
35 H 1.26574 2.03755 1.41565
36 O 0.55929 -4.34171 0.81815
37 H 0.58204 -3.59277 0.19171
38 H 1.08486 -4.14303 1.60437
39 O 2.26694 -2.86053 -4.31226
40 H 1.90587 -1.96077 -4.45197
41 H 1.55423 -3.13959 -3.68241
42 O 0.38190 -0.73653 -5.03671
43 H 0.91715 -0.53329 -5.80675
44 H -0.01229 0.05102 -4.60451
45 O -3.27739 3.53013 0.05613
46 H -3.10978 2.67375 0.44891
47 H -2.42048 3.73668 -0.37758
48 O 0.90059 5.13579 2.35564
49 H 0.28010 4.42620 2.17700
50 H 0.97541 5.60348 1.51564
51 O -1.95581 -1.71482 -1.78313
52 H -2.16628 -0.89586 -1.27193
53 H -2.08551 -1.33691 -2.66504
54 O 3.41136 -2.54786 3.41394
55 H 2.91388 -2.60084 2.57917
56 H 3.96193 -1.76924 3.38657
57 O 1.67936 -1.86466 1.47171
58 H 1.81008 -1.34189 0.67221
59 H 1.00498 -1.35016 1.96270

---

What should be chosen as the least stable of them? Choose arrangement 1.

---

Arrangement 1

The following is a quantum chemistry calculation of a cluster of 20 separate species, H39O20 in total, from the OMol25 dataset.

Values from the calculation:
* E_LUMO: 2.11 eV
* HOMO level: -0.277 hartree
* gap between HOMO and LUMO: 9.64 eV
* net charge: -1

Element x y z (Å)
1 O 1.91642 -1.98509 -3.44433
2 H -0.05589 -1.29624 2.02805
3 O 1.19839 1.18152 5.37012
4 H 0.45965 1.28205 4.78717
5 H 1.98294 1.53961 4.99381
6 O 3.94936 1.91951 -1.48233
7 H -3.65542 0.02864 -2.64058
8 H 4.67442 2.45220 -1.25460
9 O -1.77005 3.08674 -3.84055
10 H -1.42015 3.84949 -4.24581
11 H -1.20718 2.72174 -0.61576
12 O -1.80660 3.51760 -0.59455
13 H 0.70494 1.79207 -1.88746
14 H 3.77360 1.67662 -0.55900
15 O 0.15383 -3.13059 -1.11772
16 H 1.95889 -0.97850 -3.52977
17 H 2.01244 -1.98496 -2.45370
18 O -0.83145 -1.08093 -2.16512
19 H 1.33767 -2.20364 -1.00724
20 H -0.11535 -1.11584 -2.79363
21 O 1.70678 2.71879 0.21468
22 H -0.47086 -2.29320 -1.60444
23 H -0.74369 -4.36158 1.34008
24 O 0.96848 -2.38478 3.06161
25 H 1.80544 -2.83053 2.75949
26 H 0.25512 -2.86005 2.65043
27 O -0.90576 -0.82123 2.34741
28 H -1.59380 -1.43759 2.54280
29 H 0.29567 -3.99762 0.12268
30 O -0.03064 1.31228 -1.55242
31 H -1.00169 2.64761 -3.31271
32 H -0.39997 0.16609 -1.67453
33 O -0.06921 1.35150 -5.44513
34 H -0.74722 0.53391 3.65811
35 H 0.44243 -3.79650 -1.79453
36 O 4.96297 1.48225 1.18367
37 H 4.17873 1.27126 1.67814
38 H 0.94330 3.15063 0.56692
39 O -3.48934 -0.89028 -2.29017
40 H 1.75315 1.81846 0.60041
41 H -2.53888 -0.81185 -2.24992
42 O -4.19129 -2.78701 3.28899
43 H -3.96913 -2.20142 4.02773
44 H -4.67924 -2.23361 2.71997
45 O -2.39291 -4.05778 1.23501
46 H -2.96160 -3.38026 1.67050
47 H -0.94904 1.29026 -5.05897
48 O -0.72515 1.53867 3.61854
49 H -2.56678 -3.76985 0.29373
50 H -0.42223 1.74530 2.67935
51 O 0.18296 -4.24724 1.14806
52 H -2.34323 3.12431 -1.26870
53 H 0.48080 1.74443 -4.78391
54 O -0.86622 4.21972 1.79515
55 H -0.57044 4.95258 1.13976
56 H -1.77469 4.06630 1.51854
57 O 2.08455 -1.37194 -0.93784
58 H 1.52670 -0.62077 -0.81292
59 H 5.55548 0.74875 1.37745

---

Arrangement 2

The following is a quantum chemistry calculation of a cluster of 21 separate species, H39O20 in total, from the OMol25 dataset.

Values from the calculation:
* E_LUMO: 1.73 eV
* HOMO level: -0.279 hartree
* gap between HOMO and LUMO: 9.33 eV
* net charge: -1

Element x y z (Å)
1 O 2.98329 1.89974 -1.06231
2 H -1.16012 2.30566 0.55905
3 O -4.95940 -1.71607 -2.87446
4 H -4.48032 -2.51322 -2.99912
5 H -4.60926 -0.95162 -2.40431
6 O 2.46269 -0.41455 -3.82010
7 H 0.72533 -1.04770 -0.95903
8 H 2.14294 0.30372 -3.20720
9 O 0.82271 -0.92840 4.17705
10 H 0.66468 -0.14642 3.65960
11 H -0.24771 0.95074 0.95506
12 O 0.20681 1.20057 0.16478
13 H 3.93923 -1.94646 -2.41643
14 H 2.04374 -0.37275 -4.69383
15 O -0.97263 -2.22462 -3.75858
16 H 2.39370 2.66280 -1.00976
17 H 2.68385 1.44724 -1.85089
18 O 2.35788 1.57878 2.71301
19 H 2.93084 -1.68589 3.23799
20 H 2.92847 0.78818 2.91685
21 O -2.78953 1.50210 2.94763
22 H 2.11095 1.28605 1.77184
23 H 0.08300 -1.58930 1.25499
24 O -4.01494 -1.85667 1.42148
25 H -3.27246 -1.27761 1.28678
26 H -3.77136 -2.73389 1.69603
27 O -2.04189 2.64715 0.33233
28 H -2.25398 3.42062 0.89443
29 H -1.08507 -0.36390 1.52718
30 O 3.21421 -2.56335 -2.61140
31 H 0.67106 -1.51558 3.41756
32 H 3.25796 -2.88805 -3.53381
33 O 3.26465 3.78199 3.73555
34 H 0.88946 0.09379 0.32154
35 H -1.76640 -2.71011 -4.08064
36 O -1.01089 -4.94836 2.07923
37 H -1.15737 -5.31243 1.20758
38 H -3.67023 1.64829 2.52554
39 O 0.76194 -1.57148 -1.76282
40 H -2.34716 0.91343 2.27587
41 H 1.72649 -1.79168 -1.79856
42 O -1.46225 0.49994 -3.00007
43 H -1.75187 -0.39928 -3.34730
44 H -0.83906 0.48921 -2.20434
45 O -3.62545 2.98415 -2.10930
46 H -3.69635 2.22625 -1.53824
47 H 2.81991 3.28052 4.46378
48 O 1.40427 -1.10579 0.89984
49 H -2.75562 2.81283 -2.46550
50 H 1.82142 -1.64248 0.24605
51 O -0.96734 -1.30260 1.49427
52 H -0.35092 -2.34465 -4.48085
53 H 2.51201 4.28182 3.44853
54 O 0.58374 4.76743 -0.14120
55 H 0.57811 4.34545 0.73608
56 H 0.51537 4.05387 -0.78783
57 O 3.32831 -1.12613 2.57682
58 H 2.56910 -0.95248 1.91846
59 H -0.33855 -4.22883 2.05505

---

What should be chosen as the least stable of them? Choose arrangement 2.

---

Arrangement 1

The following is a quantum chemistry calculation of an isolated molecule of C2HBrN2O2, from the OMol25 dataset.

Values from the calculation:
* SMILES: N#C[C@@H](Br)[N+](=O)[O-]
* E_LUMO: -1.12 eV
* HOMO level: -0.422 hartree
* gap between HOMO and LUMO: 10.37 eV

Element x y z (Å)
1 N -0.95607 -0.40543 -2.34353
2 C -0.32668 -0.19074 -1.41551
3 C 0.42609 0.42160 0.03504
4 Br -0.66088 2.06099 0.26021
5 N 0.10228 -0.67340 0.91254
6 O 0.99532 -1.40050 1.14145
7 O -1.04826 -0.65570 1.34886
8 H 1.46820 0.84317 0.06094

---

Arrangement 2

The following is a quantum chemistry calculation of an isolated molecule of C2HBrN2O2, from the OMol25 dataset.

Values from the calculation:
* SMILES: N#C[C@@H](Br)[N+](=O)[O-]
* E_LUMO: -1.68 eV
* HOMO level: -0.424 hartree
* gap between HOMO and LUMO: 9.84 eV

Element x y z (Å)
1 N 0.45476 -2.11998 1.28582
2 C 0.46505 -1.06368 0.85916
3 C 0.40410 0.20393 0.18820
4 Br 1.80137 0.31715 -1.41625
5 N -0.93691 0.45266 -0.48085
6 O -1.63770 1.24494 0.10487
7 O -1.21430 -0.20682 -1.44565
8 H 0.66363 1.17180 0.90472

---

What should be chosen as the least stable of them? Choose arrangement 1.

---

Arrangement 1

The following is a quantum chemistry calculation of an isolated molecule of C2HBrN2O2, from the OMol25 dataset.

Values from the calculation:
* SMILES: O=[N+]([O-])N=C=CBr
* E_LUMO: -0.48 eV
* HOMO level: -0.357 hartree
* gap between HOMO and LUMO: 9.23 eV

Element x y z (Å)
1 O 3.43831 -2.19325 -0.49896
2 N 3.41900 -1.16729 0.08515
3 O 4.29163 -0.39741 0.29715
4 N 2.20783 -0.83718 0.69512
5 C 1.13435 -0.26354 0.50664
6 C 0.09148 0.42827 0.26326
7 Br -0.17153 2.28264 0.57210
8 H -0.86020 -0.16689 -0.04685

---

Arrangement 2

The following is a quantum chemistry calculation of an isolated molecule of C2HBrN2O2, from the OMol25 dataset.

Values from the calculation:
* E_LUMO (spin up / spin down): -1.13 / -1.13 eV
* HOMO level (spin up / spin down): -0.307 / -0.307 hartree
* gap between HOMO and LUMO (spin up / spin down): 7.23 / 7.23 eV

Element x y z (Å)
1 C 0.62334 0.33711 -0.93568
2 C 0.90374 0.50249 0.35547
3 N -0.54229 -0.13169 -1.40149
4 N -1.04821 -0.53573 0.77916
5 O -1.80845 -0.70106 1.69332
6 O -1.41954 -0.54036 -0.49483
7 Br 2.03448 0.35284 1.73228
8 H 1.25692 0.71640 -1.72823

---

What should be chosen as the least stable of them? Choose arrangement 2.

---

Arrangement 1

The following is a quantum chemistry calculation of a cluster of 4 separate species, C3H15NO3 in total, from the OMol25 dataset.

Values from the calculation:
* SMILES: CN(C)C.O.O.O
* E_LUMO: 0.85 eV
* HOMO level: -0.322 hartree
* gap between HOMO and LUMO: 9.62 eV

Element x y z (Å)
1 C 1.20395 0.07969 1.30575
2 N 0.98671 0.80721 0.06072
3 C 2.07110 0.72041 -0.89069
4 C 0.74985 2.22183 0.33464
5 H 1.32493 0.76733 2.14554
6 H 0.31979 -0.51107 1.52322
7 H 2.12867 -0.49442 1.26575
8 H 1.68860 1.04274 -1.86450
9 H 2.42748 -0.29865 -0.96281
10 H 2.88892 1.40676 -0.64216
11 H 1.63370 2.67077 0.80920
12 H 0.55075 2.80808 -0.55571
13 H 0.00149 2.32739 1.12270
14 O -0.96559 -2.74587 0.54198
15 H -0.62194 -3.62484 0.71603
16 H -1.92427 -2.83130 0.40425
17 O -1.70190 0.26959 -1.00819
18 H -1.61855 1.08815 -0.50110
19 H -0.95834 -0.19514 -0.58661
20 O -3.53299 -2.07497 -0.77389
21 H -2.82386 -1.41524 -0.75587
22 H -3.82852 -2.01844 -1.68820

---

Arrangement 2

The following is a quantum chemistry calculation of a cluster of 4 separate species, C3H15NO3 in total, from the OMol25 dataset.

Values from the calculation:
* SMILES: CCNC.O.O.O
* E_LUMO: 0.73 eV
* HOMO level: -0.327 hartree
* gap between HOMO and LUMO: 9.62 eV

Element x y z (Å)
1 C -1.42015 -1.70941 1.18428
2 C -0.67734 -0.37227 1.04736
3 N -0.61733 0.08889 -0.37933
4 C -0.65770 1.53602 -0.39252
5 H -1.49278 -2.15560 2.35247
6 H -1.21603 -2.43969 0.36860
7 H -2.48792 -1.40514 0.95554
8 H 0.29682 -0.45778 1.68200
9 H -1.14014 0.52127 1.54952
10 H -1.47717 -0.27333 -0.84942
11 H 0.24541 1.99114 0.13723
12 H -0.81256 1.82758 -1.41779
13 H -1.53509 1.89156 0.14236
14 O 1.11808 -1.53604 -1.58681
15 H 0.95099 -1.09922 -0.70045
16 H 1.67197 -2.29137 -1.18524
17 O -1.54461 -2.36792 -2.49936
18 H -1.87423 -3.11623 -3.00418
19 H -0.52267 -2.42447 -2.66875
20 O 3.27380 4.40363 2.68718
21 H 4.04162 4.55284 2.31799
22 H 3.42613 3.53278 3.13249

---

Arrangement 3

The following is a quantum chemistry calculation of a cluster of 5 separate species, C3H15NO3 in total, from the OMol25 dataset.

Values from the calculation:
* E_LUMO: -4.89 eV
* HOMO level: -0.339 hartree
* gap between HOMO and LUMO: 4.35 eV

Element x y z (Å)
1 C -1.31503 1.49638 0.40330
2 C -0.54530 0.34683 -0.30703
3 C -1.23835 -0.99029 -0.18024
4 N -0.21105 0.61867 -1.63593
5 H -2.35892 1.58384 0.09880
6 H -1.28914 1.28259 1.46808
7 H -0.80437 2.44581 0.22994
8 H 0.43827 0.11639 0.23206
9 H -0.47121 -1.72161 -0.44468
10 H -1.48785 -1.19423 0.85935
11 H -2.04246 -1.18462 -0.88885
12 H 0.45133 1.32948 -1.93529
13 H 0.15272 -0.34477 -2.04654
14 H 1.39481 1.64375 0.92096
15 H 1.84891 1.95291 1.42205
16 O 2.10807 -1.09624 0.55976
17 H 0.78269 -1.84750 -3.07792
18 H 1.65338 -1.58206 -0.13392
19 O 0.80319 -1.62799 -2.13808
20 H 0.42184 -0.41004 3.08908
21 H 1.43529 -0.87007 1.23660
22 O 0.27318 0.05277 2.26851

---

Arrangement 4

The following is a quantum chemistry calculation of a cluster of 4 separate species, C3H15NO3 in total, from the OMol25 dataset.

Values from the calculation:
* SMILES: CN(C)C.O.O.O
* E_LUMO: 0.38 eV
* HOMO level: -0.270 hartree
* gap between HOMO and LUMO: 7.72 eV

Element x y z (Å)
1 C -0.66316 -2.37942 -0.60409
2 N -1.20760 -1.06563 -0.84902
3 C -1.95257 -0.47317 0.30752
4 C -0.28694 -0.25684 -1.80853
5 H -1.38060 -3.00289 -0.14250
6 H 0.34163 -2.37590 -0.03737
7 H -0.41210 -2.77028 -1.62252
8 H -1.67603 -1.02082 1.19541
9 H -1.90140 0.66271 0.31615
10 H -2.98800 -0.70431 -0.03096
11 H -0.96954 0.59790 -2.08698
12 H 0.13319 -0.72355 -2.67796
13 H 0.21991 0.34756 -1.12741
14 O 1.33079 1.06251 2.09551
15 H 1.76339 1.82779 2.43601
16 H 0.70286 1.14808 1.39480
17 O -0.32986 3.54001 0.00125
18 H -0.09513 3.29821 0.91444
19 H 0.45510 3.48010 -0.53307
20 O 2.30777 -1.10377 0.29969
21 H 3.06319 -1.67666 0.23830
22 H 1.90172 -1.06905 1.20685

---

What should be chosen as the least stable of them? Choose arrangement 3.